(1)
2 unconnected molecules or ions with the total composition C4H10NP. Source: the OMol25 dataset; level of theory: the ωB97M-V functional and the def2-TZVPD basis.

Last column: Löwdin charge in e.
Element x y z (Å)
H -4.78067 -0.95535 -0.46877  -0.060
H 0.26526 0.40614 2.36843  0.072
H -0.66116 -0.09932 -1.71670  0.066
H -0.93641 -1.42277 -0.56861  0.051
H 1.23172 2.01028 0.73304  0.071
C -0.23233 -0.65390 -0.88425  -0.142
C 0.36910 -0.33208 1.57581  -0.107
H 0.66903 -1.16216 -1.25657  0.083
H -0.15960 2.31561 -0.30564  0.068
N -3.79698 -0.75282 -0.34797  -0.455
P -3.30492 0.56530 0.27250  0.662
H 1.39781 -0.71762 1.62461  0.085
H 1.26748 1.55897 -0.98288  0.076
C 0.10056 0.25833 0.24059  -0.441
H -0.29983 -1.16968 1.77414  0.069
C 0.64188 1.60637 -0.08867  -0.096

- Energy above the lowest of the compared OMol25 structures with the same formula, charge and spin: 2.414 eV
- E: -554.39602 a.u.
- Highest occupied orbital energy (spin up / spin down): -6.85 / -7.31 eV
- 2S+1: 1
- Gap between HOMO and LUMO (spin up / spin down): 0.247 / 0.260 hartree
- E_LUMO (spin up / spin down): -0.0046 / -0.0088 hartree
- Max |F|: 0.00567 hartree/bohr

(2)
C4H10NPS in the gas phase in a non-equilibrium geometry. Source: the OMol25 dataset; level of theory: the ωB97M-V functional and the def2-TZVPD basis.

Last column: Löwdin charge in e.
Element x y z (Å)
P -1.81938 -0.43525 -0.71163  0.354
H 2.31462 1.70078 -1.13023  0.117
S -2.32229 1.27589 0.14225  0.078
H -1.42488 -2.60127 0.70947  0.051
C 0.93445 0.34476 -0.20097  -0.424
H -0.22459 1.71091 0.84338  -0.014
H 2.85276 0.00619 -0.78453  0.087
C 0.73377 1.17017 0.93540  -0.077
H -3.09101 -1.90887 0.53815  -0.046
H 0.62484 0.52657 1.78805  0.103
N 0.01073 -0.54089 -0.59971  -0.158
H 1.55582 1.78494 1.11717  0.071
H -1.91224 -1.14747 1.60412  0.052
C 2.02066 0.60471 -1.11796  -0.038
C -2.10655 -1.69830 0.58653  -0.389
H 0.17520 -1.06815 -1.51043  0.099
H 1.67811 0.27530 -2.20906  0.133

- Energy above the lowest of the compared OMol25 structures with the same formula, charge and spin: 0.850 eV
- E: -952.65581 a.u.
- Highest occupied orbital energy: -7.29 eV
- 2S+1: 1
- Gap between HOMO and LUMO: 0.261 hartree
- E_LUMO: -0.0065 hartree
- Max |F|: 0.10348 hartree/bohr

(3)
2 unconnected molecules or ions with the total composition C4H10NS2 in a non-equilibrium geometry. Source: the OMol25 dataset; level of theory: the ωB97M-V functional and the def2-TZVPD basis.

Last column: Löwdin charge in e.
Element x y z (Å)
H -0.47877 0.99345 1.00493  0.152
H 1.69796 -1.56861 1.82173  0.073
H 1.16178 -1.27533 -1.85336  0.183
S -1.23768 -1.47533 -0.40794  0.825
H 2.09085 -0.75193 -0.72030  0.009
C 0.36306 -0.97980 0.23682  -0.892
H 1.51215 -2.50184 -0.77710  0.156
H 0.35316 -2.60353 1.50706  0.055
C 0.67786 -1.62887 1.56183  -0.070
C 3.36460 0.24712 0.05637  -0.513
S 4.36529 1.31969 0.44495  0.866
H 0.41361 1.03724 -0.64412  0.068
C 0.37759 0.56351 0.31166  -0.139
H 1.31923 0.98637 0.71058  0.032
N 1.34488 -1.50495 -0.82842  0.106
H -1.45326 -0.19576 -1.01923  -0.039
H 0.22982 -1.07837 2.42075  0.126

- Energy above the lowest of the compared OMol25 structures with the same formula, charge and spin: 2.245 eV
- E: -1009.18351 a.u.
- Highest occupied orbital energy: -13.39 eV
- 2S+1: 1
- Gap between HOMO and LUMO: 0.329 hartree
- E_LUMO: -0.1632 hartree
- Max |F|: 0.06579 hartree/bohr
- Net charge: +1

(4)
A gas-phase ion, C4H10NS3 (charge +1) in a non-equilibrium geometry. Source: the OMol25 dataset; level of theory: the ωB97M-V functional and the def2-TZVPD basis.

Last column: Löwdin charge in e.
Element x y z (Å)
C 1.23820 -1.06925 1.12625  -0.482
S -1.52459 1.07500 1.40804  0.774
C -1.07485 0.06611 -0.12183  -1.107
H 2.37366 -0.56330 -0.70383  0.076
N -2.20135 -0.09757 -0.97249  0.157
H 1.65380 -2.05160 1.16951  0.074
S -0.41531 -1.53535 0.37260  0.895
H 0.46935 0.15624 -1.59732  0.095
C 2.16243 -0.31784 0.32228  -0.441
H -2.21004 0.50483 -1.81324  0.196
H 3.09392 -0.11823 0.93642  0.118
S 1.54297 1.48702 0.00360  0.875
H -0.47263 1.75371 -1.20839  0.063
H -0.24629 1.48076 1.40341  -0.186
H 0.80952 -0.65028 2.12983  0.120
C 0.02747 0.88470 -0.86416  -0.520
H -2.21658 -1.11088 -1.17906  0.154
H -3.00969 0.10592 -0.41163  0.140

- Energy above the lowest of the compared OMol25 structures with the same formula, charge and spin: 0.417 eV
- E: -1407.41702 a.u.
- Highest occupied orbital energy: -12.93 eV
- 2S+1: 1
- Gap between HOMO and LUMO: 0.340 hartree
- E_LUMO: -0.1355 hartree
- Max |F|: 0.10638 hartree/bohr
- Structure (SMILES): [NH3+][C@]1(S)CSCCS1
- Net charge: +1

(5)
A molecular structure, C4H10NS3 in a non-equilibrium geometry. Source: the OMol25 dataset; level of theory: the ωB97M-V functional and the def2-TZVPD basis.

Last column: Löwdin charge in e.
Element x y z (Å)
H 0.95983 1.30724 -1.33020  0.218
C 0.54010 -0.60312 -2.07022  -0.288
H 0.75025 -0.18809 -2.95973  0.044
H 0.88289 1.07164 0.80857  0.109
H 1.05263 -2.03065 0.72132  0.130
C 1.49869 -1.02433 0.29166  -0.484
S -2.37699 0.71340 -0.18395  0.857
S 2.11869 -1.34305 -1.37203  0.909
H -0.74417 0.88510 -0.91105  -0.018
C 0.69498 0.19474 0.24002  -0.253
H -2.59740 1.85038 0.53231  -0.080
C -1.42517 0.15860 1.17305  -0.931
H 2.36635 -0.98722 0.98378  0.097
H -0.64852 0.47007 3.18544  -0.100
N 0.26987 0.52131 -1.05346  -0.115
S -1.47494 1.23558 2.50202  0.788
H -1.65996 -0.80902 1.41087  0.001
H -0.20715 -1.42258 -1.96841  0.115

- Energy above the lowest of the compared OMol25 structures with the same formula, charge and spin: 2.558 eV
- E: -1407.33835 a.u.
- Highest occupied orbital energy: -12.44 eV
- 2S+1: 1
- Gap between HOMO and LUMO: 0.315 hartree
- E_LUMO: -0.1425 hartree
- Max |F|: 0.10721 hartree/bohr
- Net charge: +1

(6)
2 unconnected molecules or ions with the total composition C4H10O. Source: the OMol25 dataset; level of theory: the ωB97M-V functional and the def2-TZVPD basis.

Last column: Löwdin charge in e.
Element x y z (Å)
H -1.07373 1.21044 1.95918  0.059
C -0.14406 -1.48938 -0.58913  -0.268
C -0.51048 0.76641 0.00936  -0.283
H 1.56540 -2.76788 -0.16861  0.076
H -0.37810 2.97637 -1.29881  0.071
H -0.78630 2.68812 0.90323  0.008
H -0.84069 -2.30675 -0.79541  0.120
C 1.00894 -1.94256 0.28530  -0.073
H 0.01320 3.19985 -0.70881  0.055
C -0.76646 1.61407 1.00456  -0.003
H 0.61451 -2.26985 1.25386  0.082
H 1.69708 -1.10939 0.46757  0.077
H -0.01217 1.02012 -0.92849  0.077
H 0.19932 -1.08649 -1.55573  0.118
O -0.90105 -0.52370 0.11062  -0.116

- Energy above the lowest of the compared OMol25 structures with the same formula, charge and spin: 2.419 eV
- E: -233.55604 a.u.
- Highest occupied orbital energy: -8.79 eV
- 2S+1: 1
- Gap between HOMO and LUMO: 0.366 hartree
- E_LUMO: 0.0433 hartree
- Max |F|: 0.00902 hartree/bohr
- Structure (SMILES): C=COCC.[H][H]

(7)
2 unconnected molecules or ions with the total composition C4H10O in a non-equilibrium geometry. Source: the OMol25 dataset; level of theory: the ωB97M-V functional and the def2-TZVPD basis.

Last column: Löwdin charge in e.
Element x y z (Å)
H -0.51980 -4.65618 2.12855  0.031
C 1.58245 0.56943 -0.59091  -0.112
H 1.08110 -0.31790 -0.99374  0.071
H 2.35001 1.01560 -1.23693  0.074
H -0.30255 -4.45446 3.70292  0.032
C -0.47055 1.76314 -1.48104  -0.216
C -1.71910 2.26158 -1.41297  -0.002
H 0.74160 2.45038 0.25880  0.110
H -2.19119 2.46588 -0.44941  0.064
C 0.41795 1.56668 -0.30835  -0.292
H 1.95459 0.23052 0.36773  0.059
H -0.18117 1.06343 0.46990  0.105
H -2.17915 2.28637 -2.38785  0.044
H 0.03561 1.61464 -2.42931  0.096
O 0.03887 -4.83704 2.88905  -0.063

- Energy above the lowest of the compared OMol25 structures with the same formula, charge and spin: 1.371 eV
- E: -233.59458 a.u.
- Highest occupied orbital energy: -9.50 eV
- 2S+1: 1
- Gap between HOMO and LUMO: 0.381 hartree
- E_LUMO: 0.0320 hartree
- Max |F|: 0.04163 hartree/bohr
- Structure (SMILES): C=CCC.O

> Which of these has the highest E?

number 6

Copy entry 2 word for word.
C4H10NPS in the gas phase in a non-equilibrium geometry. Source: the OMol25 dataset; level of theory: the ωB97M-V functional and the def2-TZVPD basis.

Last column: Löwdin charge in e.
Element x y z (Å)
P -1.81938 -0.43525 -0.71163  0.354
H 2.31462 1.70078 -1.13023  0.117
S -2.32229 1.27589 0.14225  0.078
H -1.42488 -2.60127 0.70947  0.051
C 0.93445 0.34476 -0.20097  -0.424
H -0.22459 1.71091 0.84338  -0.014
H 2.85276 0.00619 -0.78453  0.087
C 0.73377 1.17017 0.93540  -0.077
H -3.09101 -1.90887 0.53815  -0.046
H 0.62484 0.52657 1.78805  0.103
N 0.01073 -0.54089 -0.59971  -0.158
H 1.55582 1.78494 1.11717  0.071
H -1.91224 -1.14747 1.60412  0.052
C 2.02066 0.60471 -1.11796  -0.038
C -2.10655 -1.69830 0.58653  -0.389
H 0.17520 -1.06815 -1.51043  0.099
H 1.67811 0.27530 -2.20906  0.133

- Energy above the lowest of the compared OMol25 structures with the same formula, charge and spin: 0.850 eV
- E: -952.65581 a.u.
- Highest occupied orbital energy: -7.29 eV
- 2S+1: 1
- Gap between HOMO and LUMO: 0.261 hartree
- E_LUMO: -0.0065 hartree
- Max |F|: 0.10348 hartree/bohr

> Among the records above, which one has the lowest energy above the lowest of the compared OMol25 structures with the same formula, charge and spin?

number 4